[1]
The following is a DFT calculation (ωB97M-V/def2-TZVPD) of a molecular structure, C46H116F6MgN11O21S2 at a distorted geometry.

Its HOMO energy is -9.92 eV. For the LUMO energy, the calculation gives -3.78 eV. As for the net charge: +1.

Geometry (Å):
Mg 2.415 -1.621 -1.070
C 1.118 0.976 1.784
F 0.708 2.156 2.258
F 2.373 0.811 2.104
F 0.256 0.108 2.276
S 0.891 1.087 -0.229
O -0.347 1.836 -0.426
O 2.040 1.728 -0.770
N 0.997 -0.602 -0.652
S -0.467 -0.894 -1.259
O -0.500 -2.301 -1.656
O -1.629 -0.567 -0.424
C -0.556 0.153 -2.854
F -1.566 1.005 -2.812
F 0.555 0.720 -3.163
F -0.772 -0.720 -3.771
C 2.645 -1.830 -4.164
O 2.198 -1.564 -3.090
N 2.201 -2.653 -5.049
N 3.803 -1.316 -4.504
H 2.809 -2.845 -5.832
H 1.349 -3.147 -4.825
H 4.187 -0.579 -3.930
H 4.054 -1.504 -5.464
C -1.811 -4.047 1.726
O -0.889 -4.355 2.453
N -2.559 -4.882 1.064
N -2.044 -2.788 1.524
H -2.541 -5.888 1.151
H -3.189 -4.493 0.378
H -2.911 -2.518 1.081
H -1.320 -2.101 1.677
C -0.850 -6.609 -2.248
C -0.827 -5.304 -3.128
O 0.435 -4.692 -3.004
H -1.800 -7.142 -2.282
H -0.871 -6.428 -1.174
H 0.010 -7.206 -2.552
H -1.536 -4.553 -2.779
H -0.979 -5.643 -4.153
H 1.108 -5.371 -2.917
C 3.987 3.277 -3.228
C 3.774 1.825 -3.722
O 5.084 1.498 -3.811
H 4.595 3.929 -3.853
H 4.344 3.392 -2.204
H 3.003 3.745 -3.197
H 3.262 1.869 -4.682
H 3.202 1.149 -3.086
H 5.442 1.430 -2.923
C -4.753 0.551 -3.665
C -4.123 1.014 -5.035
O -4.668 0.105 -5.969
H -3.964 -0.039 -3.199
H -5.666 -0.042 -3.730
H -5.003 1.345 -2.961
H -3.034 1.005 -5.005
H -4.499 2.030 -5.158
H -5.604 0.143 -6.179
C 3.504 4.051 1.423
O 4.448 5.035 1.031
C 4.015 6.100 0.093
C 5.255 6.796 -0.400
N 6.134 7.295 0.653
C 7.500 7.397 0.259
C 8.416 8.145 1.275
O 9.535 8.674 0.575
C 10.353 7.831 -0.154
H 3.309 3.333 0.626
H 2.513 4.473 1.590
H 3.728 3.538 2.359
H 3.337 6.761 0.631
H 3.483 5.663 -0.753
H 4.999 7.590 -1.101
H 5.678 5.987 -0.996
H 6.124 6.694 1.465
H 7.624 7.794 -0.749
H 7.847 6.376 0.098
H 8.772 7.454 2.039
H 8.010 9.020 1.782
H 10.037 7.348 -1.079
H 10.501 6.988 0.520
H 11.285 8.386 -0.259
C -3.698 -3.029 -5.032
O -3.845 -4.233 -5.675
C -4.839 -4.271 -6.698
C -4.785 -5.592 -7.397
N -5.410 -6.682 -6.623
C -6.834 -6.669 -6.761
C -7.507 -7.576 -5.783
O -7.229 -7.009 -4.544
C -7.665 -7.615 -3.338
H -4.125 -2.241 -5.652
H -2.663 -2.759 -4.827
H -4.444 -3.050 -4.238
H -4.784 -3.378 -7.321
H -5.827 -4.221 -6.239
H -3.775 -5.956 -7.587
H -5.215 -5.467 -8.391
H -5.336 -6.421 -5.650
H -6.984 -7.061 -7.767
H -7.211 -5.648 -6.698
H -7.093 -8.585 -5.763
H -8.594 -7.578 -5.861
H -7.212 -8.606 -3.302
H -8.754 -7.632 -3.304
H -7.344 -7.066 -2.453
C -0.211 4.341 -2.611
O 0.702 5.443 -2.769
C 0.820 6.306 -1.633
C -0.488 7.010 -1.290
N -0.264 8.032 -0.241
C -1.416 8.976 -0.025
C -1.320 9.937 1.199
O -0.436 10.986 0.892
C -0.049 11.774 2.052
H -0.947 4.426 -1.811
H 0.262 3.385 -2.388
H -0.853 4.162 -3.474
H 1.652 7.008 -1.692
H 1.045 5.628 -0.810
H -1.350 6.363 -1.126
H -0.810 7.521 -2.197
H 0.055 7.565 0.596
H -2.291 8.329 0.042
H -1.603 9.666 -0.848
H -1.014 9.428 2.113
H -2.227 10.528 1.333
H -0.749 12.114 2.814
H 0.359 12.682 1.607
H 0.799 11.386 2.616
C -2.745 1.362 2.921
O -3.696 0.420 3.468
C -4.808 0.217 2.624
C -5.826 -0.768 3.268
N -6.033 -0.386 4.699
C -6.676 -1.512 5.346
C -6.995 -1.201 6.850
O -7.559 -2.240 7.567
C -8.395 -1.886 8.694
H -3.264 2.294 2.694
H -2.320 0.968 1.998
H -1.916 1.643 3.571
H -4.477 -0.075 1.628
H -5.225 1.222 2.569
H -5.544 -1.805 3.085
H -6.782 -0.555 2.789
H -5.148 -0.134 5.115
H -6.057 -2.409 5.386
H -7.622 -1.884 4.951
H -7.632 -0.325 6.731
H -6.135 -0.837 7.412
H -7.708 -1.428 9.405
H -8.927 -2.703 9.181
H -9.139 -1.144 8.407
C 2.555 -7.529 -2.429
O 2.698 -6.127 -2.433
C 3.559 -5.586 -1.413
C 3.491 -4.041 -1.341
N 2.142 -3.570 -1.033
C 1.476 -4.031 0.155
C 2.191 -3.542 1.393
O 2.574 -2.201 1.306
C 3.674 -1.914 2.216
H 2.033 -8.063 -3.223
H 2.071 -7.785 -1.486
H 3.533 -8.008 -2.389
H 4.574 -5.970 -1.521
H 3.176 -5.937 -0.455
H 3.926 -3.573 -2.224
H 4.194 -3.699 -0.582
H 1.562 -3.990 -1.745
H 1.235 -5.089 0.046
H 0.508 -3.535 0.224
H 2.980 -4.279 1.543
H 1.517 -3.579 2.249
H 3.836 -0.836 2.231
H 4.580 -2.455 1.944
H 3.434 -2.276 3.216
C 4.047 1.350 5.025
O 3.791 0.748 6.342
C 4.540 -0.515 6.416
C 4.136 -1.100 7.721
N 2.697 -1.243 7.917
C 2.281 -2.561 7.341
C 0.790 -2.519 7.050
O 0.420 -1.415 6.160
C 0.999 -1.551 4.844
H 3.851 0.653 4.210
H 5.079 1.680 4.904
H 3.436 2.241 4.883
H 5.588 -0.242 6.533
H 4.245 -1.212 5.632
H 4.457 -0.376 8.470
H 4.624 -2.051 7.931
H 2.388 -0.482 7.329
H 2.420 -3.405 8.017
H 2.854 -2.751 6.434
H 0.338 -2.338 8.026
H 0.370 -3.464 6.707
H 0.461 -2.298 4.260
H 2.063 -1.790 4.822
H 0.769 -0.607 4.351


[2]
The following is a DFT calculation (ωB97M-V/def2-TZVPD) of 10 unconnected molecules or ions with the total composition C46H116N8O10 at a distorted geometry.

Its structure (SMILES) is CC1(C)CCCC(C)(C)N1O.CC1(C)CCCC(C)(C)N1O.COC[C@H](C)N.COC[C@H](C)N.COC[C@H](C)N.COC[C@H](C)N.COC[C@H](C)N.COC[C@H](C)N.CCO.CCO. Its HOMO energy is -8.20 eV. The value obtained for the energy above the lowest of the compared OMol25 structures with the same formula, charge and spin is 0.0 kcal/mol. For the LUMO energy, the calculation gives 0.48 eV.

Geometry (Å):
C -1.306 8.397 -1.564
C -1.932 7.871 -2.860
C -0.893 7.653 -3.967
O -0.125 6.525 -3.609
C 0.822 6.124 -4.617
N -2.763 6.703 -2.550
H -0.732 9.302 -1.773
H -0.627 7.626 -1.195
H -2.051 8.695 -0.830
H -2.578 8.706 -3.152
H -0.195 8.498 -3.918
H -1.421 7.534 -4.919
H 1.365 7.040 -4.866
H 0.308 5.745 -5.499
H 1.471 5.426 -4.099
H -2.100 5.987 -2.228
H -2.982 6.225 -3.430
C 0.378 3.404 5.383
C 1.019 3.775 4.067
C 2.205 4.728 3.947
O 1.781 5.998 4.398
C 2.758 6.998 4.129
N 1.455 2.477 3.428
H -0.567 2.864 5.278
H 0.112 4.272 5.989
H 1.042 2.716 5.913
H 0.211 4.157 3.429
H 2.407 4.815 2.870
H 3.095 4.335 4.450
H 3.716 6.650 4.526
H 2.443 7.928 4.598
H 2.793 7.147 3.043
H 0.520 2.072 3.352
H 1.683 2.524 2.438
C 0.434 -5.022 -0.015
C -0.081 -5.386 -1.398
C -0.019 -6.858 -1.755
O -0.467 -7.108 -3.065
C 0.568 -6.876 -4.042
N -1.414 -4.820 -1.610
H 1.439 -5.445 -0.056
H -0.215 -5.504 0.719
H 0.420 -3.945 0.132
H 0.513 -4.852 -2.156
H -0.647 -7.402 -1.035
H 0.966 -7.294 -1.540
H 0.426 -7.658 -4.785
H 1.548 -6.872 -3.569
H 0.349 -5.896 -4.474
H -1.925 -5.241 -2.381
H -2.005 -4.919 -0.791
C -3.215 3.299 3.122
C -3.943 1.985 3.416
C -2.996 0.964 4.045
O -2.058 0.505 3.097
C -1.309 -0.623 3.572
N -5.044 2.226 4.367
H -2.216 3.073 2.735
H -3.005 3.848 4.044
H -3.722 3.965 2.425
H -4.373 1.562 2.505
H -3.562 0.116 4.455
H -2.455 1.358 4.914
H -0.971 -0.349 4.570
H -0.571 -0.872 2.817
H -2.014 -1.457 3.657
H -5.793 1.591 4.124
H -5.393 3.172 4.325
C -5.719 -0.386 -3.024
C -5.748 -1.463 -1.964
C -5.837 -0.872 -0.569
O -7.097 -0.227 -0.356
C -7.005 0.994 0.335
N -6.886 -2.382 -2.128
H -6.512 0.354 -2.827
H -5.961 -0.805 -3.998
H -4.913 0.344 -2.925
H -4.812 -2.030 -1.985
H -5.047 -0.121 -0.448
H -5.765 -1.674 0.171
H -8.024 1.320 0.537
H -6.518 1.763 -0.275
H -6.458 0.937 1.283
H -7.212 -2.731 -1.239
H -7.685 -1.966 -2.585
C 3.126 -3.407 -4.486
C 4.188 -2.413 -3.946
C 4.168 -2.189 -2.453
O 4.637 -3.296 -1.725
C 4.615 -3.118 -0.325
N 5.534 -2.692 -4.533
H 3.546 -4.415 -4.415
H 2.771 -3.303 -5.514
H 2.190 -3.339 -3.921
H 3.922 -1.490 -4.477
H 3.149 -1.836 -2.258
H 4.777 -1.305 -2.227
H 3.676 -2.819 0.152
H 5.387 -2.389 -0.055
H 4.841 -4.112 0.062
H 5.959 -3.261 -3.799
H 5.413 -3.269 -5.354
C 3.488 -1.485 4.605
C 2.547 -2.634 4.916
C 2.054 -3.206 3.548
C 1.533 -4.652 3.591
C 2.570 -5.522 4.309
C 2.849 -5.044 5.727
N 3.263 -3.643 5.702
O 3.644 -3.162 6.978
C 1.628 -5.403 6.601
C 4.033 -5.909 6.238
C 1.238 -2.272 5.678
H 4.406 -1.854 4.148
H 3.777 -0.934 5.503
H 2.982 -0.742 3.985
H 1.338 -2.568 3.031
H 2.960 -3.265 2.932
H 1.239 -5.091 2.636
H 0.556 -4.726 4.087
H 3.451 -5.516 3.665
H 2.093 -6.504 4.361
H 1.475 -4.744 7.462
H 0.716 -5.611 6.043
H 1.757 -6.305 7.211
H 4.725 -6.231 5.459
H 4.638 -5.332 6.942
H 3.719 -6.775 6.815
H 1.497 -1.637 6.529
H 0.670 -3.163 5.917
H 0.612 -1.599 5.087
H 4.602 -3.240 6.919
C -0.033 4.130 -0.048
C -0.642 2.902 -0.736
C -0.186 2.999 -2.200
C -0.319 1.707 -3.040
C 0.365 0.560 -2.329
C -0.098 0.391 -0.833
N -0.066 1.690 -0.176
O -0.260 1.598 1.219
C -1.371 -0.476 -0.673
C 1.061 -0.452 -0.271
C -2.198 2.898 -0.654
H 1.037 3.993 0.094
H -0.636 4.449 0.808
H -0.157 5.063 -0.616
H -0.811 3.701 -2.757
H 0.846 3.346 -2.237
H 0.143 1.782 -4.031
H -1.329 1.377 -3.320
H 1.413 0.880 -2.308
H 0.347 -0.408 -2.832
H -2.191 0.019 -1.202
H -1.123 -1.423 -1.149
H -1.710 -0.615 0.356
H 2.010 0.076 -0.382
H 0.912 -0.587 0.804
H 1.137 -1.404 -0.797
H -2.694 3.718 -0.133
H -2.527 2.059 -0.029
H -2.585 2.755 -1.663
H -1.158 1.215 1.265
C -1.002 -1.470 -5.403
C -1.428 -2.746 -4.677
O -0.615 -2.775 -3.493
H -1.155 -0.581 -4.796
H -1.426 -1.398 -6.407
H 0.065 -1.559 -5.624
H -1.071 -3.630 -5.222
H -2.503 -2.769 -4.479
H -0.901 -3.590 -3.036
C 2.967 2.271 -5.729
C 2.406 2.727 -7.074
O 2.282 4.153 -7.044
H 2.878 1.193 -5.573
H 2.423 2.711 -4.891
H 4.024 2.511 -5.623
H 1.420 2.282 -7.209
H 3.152 2.465 -7.825
H 1.989 4.443 -7.913